Molecular formula: C5H37NO12
Method: DFT, wB97M-V/def2-TZVPD

Positions of all 55 atoms, in Å:
C: -0.485 1.287 -1.073
N: 0.257 0.127 -0.441
C: 0.937 0.611 0.750
C: 1.168 -0.515 1.771
C: -0.089 -0.995 2.500
C: 2.145 -0.083 2.855
H: 0.153 1.868 -1.757
H: -1.330 0.936 -1.705
H: -0.935 1.905 -0.266
H: 0.743 -0.387 -1.163
H: 1.901 1.154 0.609
H: 0.247 1.311 1.295
H: 1.580 -1.355 1.211
H: -0.767 -0.271 3.014
H: -0.788 -1.478 1.816
H: 0.331 -1.585 3.334
H: 2.788 0.750 2.559
H: 1.667 0.340 3.722
H: 2.735 -0.882 3.353
H: -5.395 -0.991 0.891
H: -4.387 -2.097 1.386
O: -4.843 -1.728 0.620
H: 3.501 2.939 -2.154
H: 2.798 1.545 -2.014
O: 3.075 2.228 -2.636
H: -4.655 0.201 -1.010
H: -3.541 0.826 -1.916
O: -3.900 0.798 -1.031
H: 2.790 -1.961 -2.034
H: 2.681 -0.528 -2.905
O: 2.708 -0.985 -2.056
H: -2.732 -1.705 -0.060
H: -1.359 -1.110 -0.287
O: -1.804 -1.965 -0.101
H: 3.333 -0.354 -0.202
H: 4.267 0.684 -0.948
O: 3.985 0.348 -0.104
H: 2.926 -4.287 -0.988
H: 1.872 -3.403 -0.367
O: 2.764 -3.368 -0.768
H: -1.924 1.133 2.102
H: -2.328 2.565 1.263
O: -1.720 1.993 1.715
H: -4.610 1.582 1.961
H: -4.504 0.590 3.224
O: -4.841 0.727 2.338
H: 2.448 0.045 -5.052
H: 1.911 1.450 -4.427
O: 1.786 0.488 -4.522
H: -0.342 4.203 -0.085
H: -0.666 4.712 1.317
O: -0.661 4.972 0.393
H: -0.391 -3.783 0.156
H: 0.477 -3.222 1.227
O: 0.349 -4.040 0.730

As for the total energy: -1170.2859 Ha. The value obtained for the HOMO energy is -8.780 eV. The spin multiplicity is 1. The energy above the lowest of the compared OMol25 structures with the same formula, charge and spin comes out at 1.755 eV. The HOMO-LUMO gap is 8.84 eV. The LUMO energy comes out at 0.065 eV. Its total charge is 0.